A 4-piece molecular cluster, C36H47Cl2F2N3O2Si overall at a distorted geometry, computed with wB97M-V/def2-TZVPD.

Geometry as XYZ:
```
93
Properties=species:S:1:pos:R:3:forces:R:3
C -1.35846 0.43963 -3.46860 -1.540 -1.664 -0.946
C -1.60524 1.42762 -4.66363 1.756 1.463 0.772
Cl -3.11751 1.15546 -5.68794 2.118 0.270 1.491
C -0.71265 2.47405 -4.90005 -2.226 -1.375 -0.998
Cl -1.23658 3.56457 -6.32029 1.048 -0.858 1.785
C 0.59226 2.96545 -4.18496 -1.075 0.951 -1.376
C 1.82108 3.26934 -5.24097 -0.163 -1.183 0.614
O 1.88597 3.10874 -6.45911 0.346 1.075 4.766
O 2.83960 3.69796 -4.30232 -0.168 -0.930 -1.513
C 2.40733 3.60618 -2.89184 -0.860 1.772 -1.160
C 1.29309 2.39375 -2.86973 0.821 3.182 1.126
C 0.52743 2.78067 -1.48796 -2.721 -0.137 3.841
C -0.09433 4.17850 -1.19675 0.015 -1.871 1.794
C -0.81269 4.52024 0.14937 1.100 -3.293 0.132
C -0.97846 3.45949 1.28271 2.011 -1.245 -3.868
C -0.40194 2.05098 1.00366 0.479 2.150 -2.573
C 0.30847 1.73456 -0.32869 -0.863 2.713 0.064
C 2.17038 1.08001 -2.80954 2.053 -2.657 0.741
F 3.01661 0.84517 -3.96810 -2.300 1.035 1.561
F 1.44495 -0.16108 -2.69349 0.506 2.439 -0.616
C 3.23448 1.01756 -1.57331 -0.124 1.200 0.614
C 3.24863 -0.31693 -0.72265 0.532 -0.171 0.872
Si 4.38370 -1.73429 -1.43014 0.486 -0.246 0.616
C 5.12146 -1.34175 -3.14809 0.461 -0.044 -0.851
C 5.90696 -1.92481 -0.23246 -0.476 0.638 0.526
C 3.46512 -3.42536 -1.33156 -2.221 -3.722 0.152
C 2.13681 -3.63457 -0.51146 0.995 -3.039 -1.558
C 1.41582 -5.02538 -0.43379 3.564 0.763 -1.904
C 2.04289 -6.24049 -1.15509 1.268 3.436 0.073
C 3.36501 -6.05630 -1.95959 -1.700 2.475 1.645
C 4.05630 -4.66394 -2.05448 -2.901 -1.012 1.753
H -2.36960 -0.08220 -3.24322 1.584 0.955 -0.338
H -1.01499 0.87195 -2.47965 -0.148 -0.234 -1.587
H -0.69412 -0.42334 -3.86046 -0.836 1.541 0.904
H 0.28725 4.05041 -3.87339 0.534 -1.873 -0.494
H 1.98368 4.68106 -2.78447 -0.153 -2.113 0.422
H 3.20610 3.63129 -2.08630 -0.405 -0.861 -1.674
H 0.00712 4.99331 -2.00563 -0.351 -1.339 1.632
H -1.23671 5.56242 0.37824 0.822 -1.737 -0.788
H -1.50496 3.64351 2.27704 0.866 -0.134 -2.037
H -0.48340 1.18290 1.75692 0.057 1.716 -1.267
H 0.70277 0.68197 -0.49569 -0.640 1.584 0.321
H 3.02996 1.89643 -0.84867 0.148 -1.420 -1.225
H 4.30126 1.20779 -1.97716 -1.892 -0.262 0.357
H 2.25020 -0.78365 -0.44177 1.077 0.981 -0.601
H 3.74753 -0.05306 0.29287 -0.804 -0.321 -1.587
H 5.43575 -0.23769 -3.24943 -0.607 -1.682 0.122
H 4.40230 -1.61717 -4.00249 1.169 0.530 1.211
H 6.09502 -1.95107 -3.25470 -1.515 0.803 0.053
H 6.39998 -0.88394 -0.10879 -0.490 -1.766 -0.233
H 5.48384 -2.22466 0.79976 0.880 0.290 -1.550
H 6.63087 -2.70669 -0.63451 -0.829 1.086 0.717
H 1.63960 -2.78465 0.07213 0.967 -1.283 -1.067
H 0.45239 -5.11604 0.17365 1.608 0.065 -1.024
H 1.49497 -7.24278 -1.04767 1.219 1.607 -0.332
H 3.79776 -6.97609 -2.48603 -0.612 1.648 0.858
H 5.02983 -4.59639 -2.66529 -1.750 0.002 1.093
C -1.18467 5.61164 7.15383 -0.030 -0.005 0.060
C 0.03357 5.23748 6.31555 -0.093 0.010 0.416
C -0.23825 5.29761 4.81043 -0.480 -0.655 0.023
C -1.33198 4.33442 4.45074 -2.033 -1.605 -0.619
N -2.19384 3.57649 4.16883 2.689 2.476 1.212
H -2.01268 4.91577 6.99538 0.036 0.084 -0.044
H -0.93672 5.58314 8.21747 -0.022 0.045 -0.095
H -1.53200 6.62074 6.91224 -0.006 -0.089 0.038
H 0.35951 4.23004 6.59337 0.042 0.093 -0.135
H 0.85453 5.91889 6.55689 -0.003 -0.075 -0.169
H 0.66522 5.03509 4.25373 -0.192 -0.059 -0.105
H -0.53795 6.30651 4.51401 -0.097 -0.143 -0.035
C -7.54483 2.40619 3.81382 -0.071 -0.068 -0.002
C -7.21919 3.73419 3.13852 -0.283 -0.191 0.016
C -5.82107 4.25134 3.48535 -0.213 0.105 0.846
C -5.71445 4.47283 4.96970 0.505 0.488 2.570
N -5.63629 4.64834 6.13520 -0.295 -0.561 -3.734
H -7.54704 2.49779 4.90298 0.074 0.015 -0.080
H -8.53814 2.06202 3.51552 0.099 -0.004 -0.001
H -6.81954 1.63601 3.53432 -0.063 0.048 0.047
H -7.97128 4.47422 3.43047 0.134 0.012 -0.072
H -7.29453 3.60970 2.05425 0.097 0.108 0.061
H -5.63026 5.19521 2.96837 0.082 -0.039 0.183
H -5.05711 3.53387 3.17345 0.021 0.087 0.191
C -1.65970 -8.68744 -1.41726 -0.037 0.026 -0.077
C -1.78328 -10.10830 -0.87705 -0.025 0.156 -0.315
C -1.49354 -10.20278 0.62294 0.825 0.170 -0.113
C -0.08955 -9.74768 0.90262 2.494 0.770 0.803
N 1.01492 -9.39016 1.12172 -3.548 -1.122 -0.793
H -0.64289 -8.30179 -1.30831 -0.085 -0.033 0.053
H -1.90275 -8.66354 -2.48220 -0.008 0.029 0.101
H -2.34291 -8.00925 -0.89695 0.071 -0.024 -0.053
H -1.09673 -10.75840 -1.42873 -0.081 -0.022 0.140
H -2.79622 -10.47448 -1.06822 0.087 -0.055 0.120
H -1.60808 -11.23487 0.96366 0.126 0.130 0.089
H -2.19118 -9.57950 1.18890 0.161 -0.003 0.011
```
Positions in Å, forces in eV/Å.

Calculated values
largest force on an atom	0.0952	Eh/bohr
structure (SMILES)	C/C(Cl)=C(/Cl)[C@@H]1C(=O)OC[C@]1(c1ccccc1)C(F)(F)CC[Si](C)(C)c1ccccc1.CCCC#N.CCCC#N.CCCC#N
HOMO	-8.66	eV
total energy	-3123.9091	hartree
LUMO	-0.08	eV

The computed Mulliken charges, all in e, follow: number 1, C, carries -0.608; number 2, C, carries -0.082; number 3, Cl, carries -0.191; number 4, C, carries 0.064; number 5, Cl, carries -0.201; number 6, C, carries -0.374; number 7, C, carries 0.531; number 8, O, carries -0.526; number 9, O, carries -0.409; number 10, C, carries -0.682; number 11, C, carries 1.218; number 12, C, carries 0.083; number 13, C, carries -0.422; number 14, C, carries -1.035; number 15, C, carries -0.424; number 16, C, carries -0.888; number 17, C, carries 0.259; number 18, C, carries 1.353; number 19, F, carries -0.409; number 20, F, carries -0.307; number 21, C, carries -1.126; number 22, C, carries -0.209; number 23, Si, carries 0.135; number 24, C, carries -0.959; number 25, C, carries -1.057; number 26, C, carries 0.614; number 27, C, carries -0.215; number 28, C, carries -0.418; number 29, C, carries -0.159; number 30, C, carries -0.609; number 31, C, carries -0.274; number 32, H, carries 0.430; number 33, H, carries 0.075; number 34, H, carries 0.201; number 35, H, carries 0.316; number 36, H, carries 0.436; number 37, H, carries 0.353; number 38, H, carries 0.133; number 39, H, carries 0.289; number 40, H, carries 0.645; number 41, H, carries 0.321; number 42, H, carries 0.169; number 43, H, carries 0.365; number 44, H, carries 0.417; number 45, H, carries -0.296; number 46, H, carries 0.467; number 47, H, carries 0.277; number 48, H, carries 0.287; number 49, H, carries 0.343; number 50, H, carries 0.274; number 51, H, carries 0.301; number 52, H, carries 0.304; number 53, H, carries 0.119; number 54, H, carries 0.300; number 55, H, carries 0.160; number 56, H, carries 0.280; number 57, H, carries 0.231; number 58, C, carries -1.137; number 59, C, carries -0.451; number 60, C, carries -0.272; number 61, C, carries 0.364; number 62, N, carries -0.642; number 63, H, carries 0.366; number 64, H, carries 0.329; number 65, H, carries 0.289; number 66, H, carries 0.295; number 67, H, carries 0.327; number 68, H, carries 0.305; number 69, H, carries 0.305; number 70, C, carries -1.141; number 71, C, carries -0.492; number 72, C, carries -0.213; number 73, C, carries 0.255; number 74, N, carries -0.501; number 75, H, carries 0.363; number 76, H, carries 0.326; number 77, H, carries 0.296; number 78, H, carries 0.303; number 79, H, carries 0.311; number 80, H, carries 0.299; number 81, H, carries 0.190; number 82, C, carries -0.708; number 83, C, carries -0.456; number 84, C, carries -0.404; number 85, C, carries 0.272; number 86, N, carries -0.448; number 87, H, carries -0.009; number 88, H, carries 0.338; number 89, H, carries 0.300; number 90, H, carries 0.290; number 91, H, carries 0.314; number 92, H, carries 0.288; number 93, H, carries 0.280